Here is a structure of composition C32H33FN8O7Ti from the Open Molecules 2025 dataset. Energies are from ωB97M-V/def2-TZVPD.

XYZ file:
```
82
Properties=species:S:1:pos:R:3:forces:R:3:lowdin_spin:R:1
Ti 1.4413 -0.1295 1.0622 0.2 0.4 0.3 0.921
O 0.5471 -4.0597 0.2414 0.0 0.0 0.0 0.000
C 1.1500 -3.0500 0.5172 0.0 0.1 0.0 0.002
N 0.8859 -2.0953 1.4659 -0.1 0.1 -0.1 0.003
C -0.0058 -2.2709 2.4967 0.0 0.0 0.0 0.001
O -0.8808 -3.0950 2.6198 0.0 0.0 0.0 0.001
C 0.2514 -1.2464 3.5894 -0.2 0.0 -0.1 0.000
C -0.3945 -1.3436 4.8058 0.1 0.0 0.1 0.001
C -0.0795 -0.4154 5.7881 0.0 0.0 0.0 0.000
C 0.8570 0.5704 5.5134 0.0 0.0 0.0 0.001
C 1.4273 0.6170 4.2510 0.0 0.0 0.0 0.002
N 1.1165 -0.2661 3.3057 0.0 0.0 -0.2 0.004
C 2.4455 -2.6992 -0.1944 0.0 0.0 0.0 0.000
C 3.0573 -3.5976 -1.0489 0.0 0.0 0.0 0.000
C 4.2840 -3.2561 -1.5937 0.0 0.0 0.0 0.000
C 4.8564 -2.0368 -1.2566 0.0 0.0 0.0 0.001
C 4.1673 -1.1877 -0.4065 0.0 0.0 0.0 0.002
N 2.9778 -1.5096 0.1009 0.0 0.1 -0.1 0.003
H -1.1045 -2.1441 4.9581 0.0 0.0 0.0 0.000
H -0.5518 -0.4628 6.7605 0.0 0.0 0.0 0.000
H 1.1419 1.2971 6.2608 0.0 0.0 0.0 0.000
H 2.1573 1.3683 3.9762 0.0 0.0 0.0 0.000
H 2.5688 -4.5407 -1.2494 0.0 0.0 0.0 0.000
H 4.8003 -3.9389 -2.2557 0.0 0.0 0.0 0.000
H 5.8318 -1.7543 -1.6282 0.0 0.0 0.0 0.000
H 4.5819 -0.2376 -0.0908 0.0 0.0 0.0 0.000
N 1.3399 2.2212 0.5644 0.0 -0.2 0.0 0.002
C 2.6859 2.5132 0.0624 0.0 0.1 0.1 0.002
C 3.0138 3.9803 -0.1996 0.0 0.0 0.0 0.000
C 2.3016 4.6034 -1.4053 0.0 -0.1 0.0 0.000
C 2.9907 4.3806 -2.7567 -0.1 0.0 0.0 0.000
N 3.2662 2.9843 -3.1030 0.0 0.0 0.0 0.000
C 2.3264 2.0561 -3.2834 -0.2 0.3 0.1 0.000
N 1.0422 2.3927 -3.3744 0.2 -0.1 0.0 0.000
N 2.6454 0.7655 -3.3667 -0.1 -0.1 0.0 0.000
C 3.6786 1.8393 1.0274 -0.1 -0.1 0.0 0.004
O 4.8199 2.2399 1.1302 0.0 0.0 0.0 0.006
O 3.1647 0.8087 1.6173 0.1 -0.2 0.1 0.015
H 0.6193 2.4147 -0.1208 0.0 0.0 0.0 0.000
H 1.1310 2.7649 1.3966 0.0 0.0 0.0 0.001
H 2.7802 1.9298 -0.8536 0.0 0.0 -0.1 0.000
H 4.0982 4.0642 -0.3025 0.0 0.0 0.0 0.000
H 2.7582 4.5482 0.6992 0.0 0.0 0.0 0.000
H 2.2449 5.6860 -1.2745 0.0 0.0 0.0 0.000
H 1.2636 4.2585 -1.4440 0.0 0.0 0.0 0.000
H 3.9573 4.8813 -2.7591 0.0 0.0 0.0 0.000
H 2.4097 4.8391 -3.5614 0.0 0.0 0.0 0.000
H 4.2175 2.6626 -3.0321 0.0 0.0 0.0 0.000
H 0.7570 3.3521 -3.4367 0.0 0.0 0.0 0.000
H 0.3602 1.6297 -3.3174 0.0 0.0 -0.2 0.000
H 3.5223 0.4496 -2.9861 0.0 0.0 0.0 0.000
H 1.8525 0.1316 -3.2694 0.0 -0.1 -0.1 0.000
C -4.1738 -2.5651 -3.0158 0.0 0.0 0.0 0.000
C -4.7426 -1.6670 -1.9256 -0.1 -0.1 -0.1 0.000
C -5.7172 -2.4421 -1.0550 0.0 0.0 0.0 0.000
C -6.2811 -1.5576 0.0413 0.0 0.0 0.0 0.000
C -5.1565 -0.9989 0.8651 -0.1 0.0 0.0 0.000
C -5.3276 -0.7103 2.1988 0.0 0.0 0.0 0.001
C -4.2723 -0.2022 2.9520 0.0 0.0 0.0 0.000
F -4.4829 0.0576 4.2490 0.0 0.0 0.0 0.000
C -3.0440 0.0283 2.4073 0.0 0.0 0.0 0.001
C -2.8475 -0.2603 1.0505 0.0 0.0 0.0 0.000
C -1.5308 -0.0496 0.4773 0.0 -0.2 0.0 0.004
O -0.5879 0.3472 1.2208 0.0 0.0 -0.1 -0.003
C -1.4026 -0.3129 -0.9063 0.0 0.0 0.1 0.002
C -2.4800 -0.8102 -1.6025 0.0 0.0 0.0 0.000
N -3.6662 -1.0808 -1.0697 0.1 0.0 0.0 0.001
C -3.8952 -0.7810 0.2770 0.0 0.0 0.0 0.001
C -0.1289 -0.1167 -1.6464 0.1 -0.2 -0.1 0.005
O -0.1584 -0.0097 -2.8916 0.0 0.0 0.1 0.006
O 0.9535 -0.0753 -0.9804 0.0 0.1 0.2 0.010
H -5.0046 -3.0723 -3.5041 0.0 0.0 0.0 0.000
H -3.5156 -3.3222 -2.5866 0.0 0.0 0.0 0.000
H -3.6358 -2.0235 -3.7916 0.0 0.0 0.0 0.000
H -5.2749 -0.8273 -2.3825 0.0 0.0 0.0 0.000
H -5.2088 -3.3088 -0.6231 0.0 0.0 0.0 0.000
H -6.5151 -2.8157 -1.6960 0.0 0.0 0.0 0.000
H -6.9668 -2.1134 0.6798 0.0 0.0 0.0 0.000
H -6.8551 -0.7388 -0.4041 0.0 0.0 0.0 0.000
H -6.2825 -0.8820 2.6789 0.0 0.0 0.0 0.000
H -2.2249 0.4133 2.9974 0.0 0.0 0.0 0.000
H -2.3504 -1.0158 -2.6539 0.0 0.0 0.0 0.000
```
Positions in Å, forces in eV/Å.

Calculated values
LUMO level (spin up / spin down) = -0.0971 / -0.0986 Ha
Molar mass = 708.5 u
Orbital gap (spin up / spin down) = 7.5 / 8.6 eV
2S+1 = 2
Max |F| = 0.0093 Eh/bohr
Total charge = +1
Relative energy (zero: lowest compared OMol25 entry of this formula, charge and spin) = 0.000 eV

***

Here is a cluster of 2 separate species, C5H12O in total from the Open Molecules 2025 dataset. Energies are from ωB97M-V/def2-TZVPD.

XYZ file:
```
18
Properties=species:S:1:pos:R:3:forces:R:3:lowdin_charge:R:1
C -0.8161 1.0926 -1.4965 0.1 -0.1 0.1 -0.004
C -0.1898 0.0622 -0.9363 0.0 0.2 -0.2 -0.225
C -2.4790 -1.0450 1.1888 0.0 0.0 0.0 -0.044
C 0.7575 0.1873 0.2226 0.0 0.1 0.1 -0.209
C 2.1999 0.1881 -0.2609 -0.2 -0.1 -0.3 -0.290
O 3.0383 0.3522 0.8641 0.4 0.0 0.0 -0.068
H -0.7064 2.0994 -1.0976 0.0 -0.1 0.0 0.065
H -2.2304 -0.2046 0.5417 -0.1 -0.1 0.1 -0.006
H -1.4684 0.9742 -2.3565 0.1 0.0 0.1 0.055
H -0.3303 -0.9381 -1.3475 0.0 0.1 0.0 0.107
H -2.6620 -0.6859 2.2029 0.0 -0.1 -0.1 0.021
H -1.6370 -1.7410 1.1940 -0.1 0.0 0.0 0.016
H -3.3678 -1.5475 0.8026 0.1 0.0 0.1 0.020
H 0.5791 1.1199 0.7686 0.0 -0.1 -0.1 0.121
H 0.6236 -0.6339 0.9369 0.0 0.1 -0.1 0.110
H 2.3300 1.0078 -0.9831 0.0 -0.1 0.1 0.121
H 2.4169 -0.7532 -0.7911 0.0 0.1 0.1 0.121
H 3.9418 0.4657 0.5475 -0.1 0.0 0.1 0.086
```
Positions in Å, forces in eV/Å.

Calculated values
LUMO level = 0.0354 Ha
Molar mass = 88.1 u
Orbital gap = 10.7 eV
Structure (SMILES) = C=CCCO.C
Max |F| = 0.0084 Eh/bohr
Total charge = 0
Relative energy (zero: lowest compared OMol25 entry of this formula, charge and spin) = 1.244 eV

***

Here is a structure of composition C31H50P2Tc in a non-equilibrium geometry from the Open Molecules 2025 dataset. Energies are from ωB97M-V/def2-TZVPD.

XYZ file:
```
84
Properties=species:S:1:pos:R:3:forces:R:3:lowdin_spin:R:1
Tc -0.4427 1.4728 -0.5879 2.0 -1.9 -2.8 1.667
C 1.4394 0.0745 -0.3548 -0.8 0.2 1.4 0.022
C 0.8657 0.5579 0.9210 -0.2 -0.9 -1.5 0.027
C 0.4165 -1.7484 0.6800 -0.6 0.8 0.3 0.007
C 1.1972 -1.3499 -0.4187 0.2 0.5 0.6 0.127
C 0.1641 -0.6222 1.4983 1.4 -1.0 -0.7 0.102
C 2.6726 0.6508 -0.9671 0.3 0.3 -0.5 0.007
H 2.7816 1.7182 -0.7393 0.1 -0.3 0.0 0.002
H 2.6789 0.5590 -2.0682 0.1 -0.1 0.4 0.000
H 3.5481 0.1136 -0.5590 -0.2 0.3 -0.3 0.003
C 1.9739 -2.2986 -1.2598 -0.1 0.0 -0.4 0.019
H 2.2255 -1.8841 -2.2430 0.0 0.0 0.2 0.002
H 1.4674 -3.2556 -1.4216 0.1 0.2 0.2 0.002
H 2.9190 -2.5271 -0.7354 -0.2 0.1 -0.2 0.008
C 0.0755 -3.1657 0.9669 -0.2 -0.5 0.2 -0.003
H 0.9962 -3.7583 1.0743 -0.2 0.1 0.0 -0.001
H -0.5158 -3.6276 0.1621 0.2 0.2 0.2 -0.001
H -0.4906 -3.2809 1.8957 0.1 0.1 -0.1 0.000
C -0.2420 -0.7632 2.9191 -0.5 0.2 0.4 0.017
H 0.5148 -1.4069 3.4226 -0.5 0.4 -0.2 0.006
H -1.2277 -1.2494 3.0253 0.5 0.0 0.1 0.004
H -0.2909 0.2009 3.4479 0.1 -0.3 -0.2 0.000
C 1.6518 1.4680 1.8136 0.0 0.2 0.3 -0.001
H 2.3965 0.8874 2.3716 -0.1 0.1 0.0 -0.001
H 0.9987 1.9743 2.5327 0.2 0.1 0.0 0.001
H 2.1891 2.2132 1.2259 0.1 -0.1 0.3 0.000
C -1.6524 5.0815 -2.7765 -1.1 1.3 -2.5 0.549
C -0.3559 5.2578 -2.2281 0.3 -0.3 -0.9 0.078
C -0.1435 6.5448 -1.4240 0.4 -0.8 0.2 0.001
C -0.9201 6.5304 -0.1080 0.0 0.3 0.3 0.001
C -1.4382 5.1678 0.3352 -0.8 1.0 0.9 0.004
C -2.7059 4.8256 0.0708 0.4 0.4 0.2 0.005
C -3.5473 5.5210 -0.9707 -0.1 0.1 -0.2 0.031
C -2.8260 5.8820 -2.3281 -0.7 0.1 -0.3 0.075
H -0.4926 7.3999 -2.0250 0.2 -0.5 -0.1 -0.001
H -1.7760 7.2217 -0.2085 0.4 -0.4 0.3 0.001
H 0.9401 6.6834 -1.2918 -0.4 0.1 0.2 0.001
H -2.5641 6.9517 -2.3138 -0.1 -0.3 0.0 0.018
H -1.7813 4.4452 -3.6721 0.1 0.4 0.6 0.018
H 0.5986 5.1022 -2.7844 -0.8 0.7 -0.7 0.021
H -3.5899 5.7667 -3.1091 0.1 0.2 0.2 0.003
H -4.4140 4.8764 -1.1783 0.2 0.2 0.0 0.001
H -3.1916 4.0144 0.6135 0.3 0.4 -0.3 0.000
H -3.9565 6.4698 -0.5924 0.0 -0.3 0.1 0.000
H -0.2667 6.9491 0.6649 -0.3 -0.1 0.1 0.000
H -0.8493 4.6513 1.1012 -0.4 0.2 -0.3 0.001
P -0.1434 3.3484 -1.8805 -0.7 0.7 1.0 0.125
P -2.3713 1.2844 0.5513 -2.2 0.3 -0.4 0.043
C -2.4153 2.5930 -1.8895 1.2 1.7 0.2 -0.031
C -3.3319 1.9449 -0.9220 -0.8 -1.1 1.8 0.005
H -2.6224 2.4516 -2.9857 0.5 -0.2 1.2 0.000
H -2.5171 3.6478 -1.6110 0.2 -0.6 -0.9 0.007
H -4.0450 2.6508 -0.4880 -0.4 -0.1 -0.5 0.000
H -3.8556 1.1353 -1.4337 -0.1 0.2 1.0 0.000
C -3.3344 -0.1205 1.0804 0.1 -0.6 0.3 0.006
H -2.7598 -0.6813 1.8241 -0.4 0.0 0.0 0.001
H -3.5627 -0.7803 0.2387 0.1 0.1 0.1 0.000
H -4.2657 0.2677 1.5160 0.2 -0.2 0.0 0.000
C -2.3757 2.3588 2.0224 0.1 0.2 0.2 0.026
H -3.3756 2.7828 2.1847 0.2 -0.2 0.2 0.002
H -1.6379 3.1722 1.9702 -0.4 -0.4 0.0 0.002
H -2.0945 1.7171 2.8716 -0.2 0.1 -0.2 0.001
C 0.4282 2.9120 -3.5620 0.5 -0.3 0.1 0.026
H 1.4717 2.5923 -3.4691 -0.1 -0.1 -0.3 0.002
H 0.3822 3.8063 -4.1777 0.1 0.1 0.0 0.004
H -0.1589 2.1407 -4.0750 0.1 0.0 0.6 0.000
C 1.0236 3.8301 -0.5411 1.2 -0.8 0.0 0.031
H 0.9011 3.2919 0.4080 0.3 -0.2 -0.2 0.007
H 0.8197 4.8601 -0.2748 0.3 -0.1 -0.2 0.004
H 2.0283 3.7098 -0.9489 0.3 0.1 0.5 0.004
C -0.9117 0.0161 -2.2894 0.3 0.3 -0.6 -0.068
C -1.8662 -1.1359 -2.1786 -0.2 0.1 0.0 0.006
C -3.2621 -0.9829 -2.2294 0.3 -0.1 0.2 -0.010
C -4.1113 -2.0590 -1.9865 0.0 0.0 -0.4 0.002
C -3.5934 -3.3458 -1.8460 0.4 0.0 0.0 -0.013
C -2.2045 -3.5321 -1.9369 -0.4 -0.1 -0.3 0.002
C -1.3659 -2.4400 -2.1208 0.0 0.2 0.4 -0.009
H 0.0573 -0.3784 -2.6419 -0.3 0.3 0.3 -0.001
H -1.2626 0.7014 -3.0762 0.0 -0.2 0.4 0.002
H -3.6810 -0.0063 -2.4622 0.1 -0.6 -0.1 0.000
H -5.1848 -1.8907 -1.9650 0.1 -0.1 -0.1 0.000
H -4.2629 -4.2003 -1.7451 0.2 0.3 0.1 -0.001
H -1.7834 -4.5384 -1.9082 -0.2 0.3 0.0 0.000
H -0.2895 -2.5619 -2.2158 -0.3 -0.2 0.0 0.000
```
Positions in Å, forces in eV/Å.

Calculated values
LUMO level (spin up / spin down) = -0.2612 / -0.2759 Ha
Molar mass = 582.7 u
Orbital gap (spin up / spin down) = 5.0 / 6.0 eV
2S+1 = 4
Max |F| = 0.0763 Eh/bohr
Total charge = +2

***

Here is an isolated molecule of C3H5N3O in a non-equilibrium geometry from the Open Molecules 2025 dataset. Energies are from ωB97M-V/def2-TZVPD.

XYZ file:
```
12
Properties=species:S:1:pos:R:3:forces:R:3:lowdin_charge:R:1
C -0.5837 -1.2543 0.0136 3.3 -3.0 -0.3 -0.087
C -1.5627 -0.4411 -0.1281 -3.7 3.7 -0.1 -0.127
C 0.2778 0.9410 0.0016 -1.1 -2.1 -1.8 -0.465
H 2.2652 -1.1405 0.5828 0.4 -0.2 0.8 0.089
H -0.5262 -2.3693 0.1109 -0.1 1.5 -0.3 0.140
H -2.6376 -0.5239 -0.2195 0.2 -0.7 0.3 0.113
H -1.6116 1.7035 0.1787 -0.3 -0.1 -0.1 0.135
H 1.9768 1.6164 0.0183 -0.6 0.7 -0.1 0.051
N 0.5878 -0.4607 -0.0003 1.7 0.4 0.6 -0.080
N -1.1103 0.9210 -0.2023 1.1 -1.2 0.5 0.088
N 0.9992 1.9639 -0.0707 1.9 0.0 0.7 0.109
O 1.9254 -0.9560 -0.2848 -2.7 1.0 -0.2 0.035
```
Positions in Å, forces in eV/Å.

Calculated values
LUMO level = 0.0253 Ha
Molar mass = 99.1 u
Orbital gap = 8.6 eV
Structure (SMILES) = [H]/N=c1/[nH]ccn1O
Max |F| = 0.1008 Eh/bohr
Total charge = 0
Relative energy (zero: lowest compared OMol25 entry of this formula, charge and spin) = 3.421 eV